(1)
ORCA calculation (ωB97M-V/def2-TZVPD) on a gas-phase ion, C17H19N2O2 (charge +1) at a distorted geometry.

gap between HOMO and LUMO: 0.3419 hartree
spin multiplicity: 1
relative energy (zero: lowest compared OMol25 entry of this formula, charge and spin): 51.3 kcal per mole
F_max: 1.10 eV/A
structure (SMILES): O=[N+]([O-])c1ccc(C[NH2+][C@H]2CCCc3ccccc32)cc1
net charge: +1

XYZ file:
```
40
C17H19N2O2 | OMol25 | ωB97M-V/def2-TZVPD
O -3.36207 2.52979 5.24156
N -3.59695 2.08607 4.14525
O -4.68493 1.80066 3.70871
C -2.45576 1.86467 3.26412
C -2.67555 1.38007 1.98219
C -1.59205 1.16825 1.15220
C -0.30038 1.43949 1.59990
C 0.86124 1.17498 0.67928
N 1.11383 -0.28929 0.58645
C 1.98857 -0.70742 -0.56904
C 2.25523 -2.20587 -0.47792
C 0.95145 -3.01084 -0.44828
C -0.15833 -2.44303 -1.36124
C 0.25138 -1.29181 -2.23994
C -0.40398 -1.06142 -3.44306
C -0.05608 0.01170 -4.24375
C 0.96264 0.86888 -3.85900
C 1.62767 0.64933 -2.66697
C 1.26948 -0.42035 -1.85530
C -0.09853 1.92534 2.88656
C -1.17791 2.14483 3.72368
H -3.68589 1.18511 1.65655
H -1.75358 0.81493 0.14353
H 1.76745 1.66845 1.03362
H 0.63327 1.53140 -0.32909
H 0.21167 -0.76567 0.45179
H 1.51665 -0.63086 1.46615
H 2.91766 -0.13492 -0.50016
H 2.83700 -2.47890 -1.35895
H 2.85998 -2.44667 0.39828
H 1.18303 -4.02864 -0.75762
H 0.58189 -3.08374 0.57757
H -1.01527 -2.12545 -0.75381
H -0.53920 -3.23721 -2.00368
H -1.19014 -1.73200 -3.75469
H -0.57402 0.17429 -5.17543
H 1.24248 1.69875 -4.48749
H 2.43687 1.30028 -2.36930
H 0.89891 2.14785 3.23351
H -1.04770 2.52897 4.72386
```

From a Löwdin analysis of the wavefunction, the atomic charges in e read: 0.11 -0.36 0.11 -0.12 0.03 -0.02 -0.21 -0.07 0.11 -0.21 -0.12 -0.16 -0.12 -0.17 -0.01 -0.05 -0.06 -0.03 -0.18 -0.01 0.03 0.13 0.12 0.15 0.14 0.15 0.20 0.16 0.14 0.12 0.12 0.11 0.12 0.12 0.12 0.11 0.11 0.12 0.12 0.13

***

(2)
ORCA calculation (ωB97M-V/def2-TZVPD) on a molecular structure, C9H21ClHfIO2P2 at a distorted geometry.

gap between HOMO and LUMO: 0.1479 hartree
spin multiplicity: 1
relative energy (zero: lowest compared OMol25 entry of this formula, charge and spin): 35.5 kcal per mole
F_max: 4.40 eV/A
net charge: +3

XYZ file:
```
37
C9H21ClHfIO2P2 | OMol25 | ωB97M-V/def2-TZVPD
C 1.59209 -1.59254 -0.80875
C 3.03155 -1.17680 -0.83695
H 1.40655 -2.39580 -0.06267
H 1.24848 -1.92060 -1.80791
H 1.00646 -0.71043 -0.43754
O 3.86222 -1.29508 -1.73443
I 2.93758 1.23328 0.41572
Hf -1.81569 -0.40312 0.12246
P -0.86273 0.51703 -2.03207
C 0.77621 0.97886 -2.69386
C -1.39167 -0.60701 -3.38868
H -2.80859 1.98120 -2.08653
H -1.86507 2.06531 -3.61674
H -1.27283 2.88801 -2.13481
C -1.80304 2.00808 -2.51918
H -2.41677 -0.94706 -3.20888
H -1.35040 -0.08948 -4.35841
H 0.72949 1.11066 -3.78648
H 1.52080 0.21165 -2.46791
H -0.73703 -1.48518 -3.41362
H 1.08738 1.91943 -2.22938
C 3.56598 -0.81383 0.56147
O 4.10574 -1.50513 1.37610
Cl -2.93347 1.44957 0.86694
C -2.04204 -1.36233 3.48606
P -0.69806 -1.02091 2.28038
C 0.17436 0.30188 3.15524
C 0.38386 -2.46538 2.58684
H -2.93557 -0.76403 3.26103
H -1.68404 -1.12528 4.49868
H -2.28970 -2.43320 3.43277
H 0.45946 -0.10657 4.13842
H 1.06579 0.58753 2.57793
H -0.49561 1.16182 3.28629
H 0.69078 -2.47755 3.64561
H -0.16788 -3.38867 2.35927
H 1.28324 -2.41314 1.96026
```

From a Löwdin analysis of the wavefunction, the atomic charges in e read: -0.09 -0.57 0.09 0.11 -0.05 0.16 1.09 1.30 0.67 -0.21 -0.22 0.04 0.09 0.08 -0.23 0.06 0.10 0.10 0.02 0.06 0.05 -0.67 0.15 0.26 -0.21 0.65 -0.23 -0.20 0.05 0.10 0.08 0.10 -0.02 0.07 0.10 0.08 0.03

***

(3)
ORCA calculation (ωB97M-V/def2-TZVPD) on a gas-phase ion, C25H35BF8I4NO6 (charge +1) at a distorted geometry.

gap between HOMO and LUMO: 0.2102 hartree
spin multiplicity: 1
F_max: 5.80 eV/A
net charge: +1

XYZ file:
```
80
C25H35BF8I4NO6 | OMol25 | ωB97M-V/def2-TZVPD
C 6.28985 1.21771 -0.43342
C 5.86759 0.03880 -1.53217
O 4.76938 0.50600 -2.40667
C 4.50268 -0.54391 -3.40489
C 3.68366 -1.83866 -2.81554
C 2.05014 -1.68179 -2.81166
C 1.52692 -0.35483 -1.92634
C -0.04853 -0.60714 -1.67364
C -0.80909 0.25338 -0.47900
B -0.13700 1.70954 -0.69945
O 0.60989 2.44684 0.38559
C -0.05443 2.57975 -2.13550
C -0.71745 4.07180 -2.04137
N -2.34605 0.02737 -0.40341
C -3.16321 -0.00231 -1.70104
F -4.60172 0.42990 -1.50752
F -2.73497 1.06583 -2.68736
C -3.20508 -1.36298 -2.55822
F -4.64605 -1.63478 -2.93753
F -2.59770 -2.57280 -1.98919
F -2.56640 -1.19342 -3.92193
C -2.89165 -0.22074 0.88432
C -4.40409 -0.74658 1.28020
I -5.14462 -2.61418 0.27778
C -5.37705 -0.24463 2.24333
C -6.87466 -0.95781 2.48336
I -4.95596 1.43264 3.50185
C -1.66401 0.07499 1.92371
C -1.99799 -1.00815 3.14810
O -0.81986 -1.50817 3.87795
O -1.16349 -1.95709 5.07942
C -1.41287 1.49682 2.66516
I -0.20280 1.77356 4.53840
C -1.95646 2.85017 2.23370
C -2.96223 3.08256 0.99263
I -1.44172 4.73586 3.33560
C -0.45335 -0.56256 0.94572
O -0.69959 -2.01263 0.91877
C 1.08583 -0.53803 1.50720
C 1.84697 -1.99938 1.56800
O 2.18710 -2.58898 0.26917
C 3.32691 -1.67322 2.28482
F 3.97436 -3.03185 2.42114
F 3.20196 -1.14824 3.66312
F 4.21486 -0.89489 1.39109
H 6.62159 0.67051 0.56519
H 7.22347 1.79811 -0.83384
H 5.36861 1.88838 -0.16237
H 6.79093 -0.34908 -2.15823
H 5.52669 -0.88851 -0.86448
H 5.53370 -0.96589 -3.83360
H 3.95453 -0.07967 -4.35735
H 4.00893 -2.18340 -1.74439
H 3.93443 -2.74677 -3.54825
H 1.60457 -2.69068 -2.39698
H 1.71318 -1.47390 -3.93437
H 1.79589 0.55693 -2.64978
H 2.23926 -0.32029 -1.01410
H -0.56952 -0.24796 -2.68714
H -0.21395 -1.76069 -1.62968
H 1.40440 2.91346 -0.02392
H -0.37507 1.94413 -3.06879
H 1.11871 2.75991 -2.27827
H -0.54328 4.53755 -0.95603
H -0.25312 4.82859 -2.81225
H -1.88212 4.02133 -2.18415
H -7.49111 -1.02386 1.46529
H -6.65055 -2.03054 2.89764
H -7.47591 -0.37832 3.30270
H -2.51397 -2.00809 2.75735
H -2.72289 -0.57714 3.96288
H -0.56476 -1.57225 5.78408
H -3.57709 4.08210 1.24900
H -3.81894 2.30995 0.81846
H -2.49673 3.32739 -0.05006
H -1.26949 -2.31704 0.16742
H 1.80687 0.23414 1.01672
H 1.04789 -0.20600 2.65480
H 1.34123 -2.76523 2.33203
H 2.29562 -3.58090 0.46022
```

From a Löwdin analysis of the wavefunction, the atomic charges in e read: -0.09 -0.25 -0.23 -0.21 -0.18 -0.19 -0.16 -0.11 -0.11 -0.33 0.01 -0.17 -0.13 0.12 -0.11 0.01 0.04 -0.16 -0.01 0.01 0.03 0.01 -0.55 0.98 -0.70 -0.20 1.03 -0.19 -0.13 -0.27 -0.05 -0.55 0.83 -0.72 -0.20 0.73 -0.23 -0.04 -0.01 -0.19 -0.06 -0.18 -0.01 0.02 0.02 0.08 0.08 0.08 0.13 0.11 0.13 0.14 0.10 0.13 0.11 0.13 0.13 0.11 0.13 0.12 0.13 0.10 0.12 0.09 0.09 0.08 0.09 0.08 0.08 0.15 0.11 0.14 0.09 0.04 0.07 0.11 0.13 0.09 0.19 0.15

***

Quick rundown of E, same order as above: -25004.0945, -54243.7391, -95060.6977 eV